160
Properties=species:S:1:pos:R:3:forces:R:3:lowdin_charge:R:1 method="wB97M-V/def2-TZVPD" e_above_lowest_kcal_mol=0.00 gap_ev=8.539 lumo_energy_ev=0.55
N -2.32118 -4.14890 2.06740 -0.401 -0.344 -0.215 0.013
C -1.06664 -4.25112 1.56237 0.647 -0.092 -0.761 -0.135
C -0.29202 -3.27678 2.14035 -0.263 0.242 0.237 -0.124
C -1.10152 -2.53839 3.05314 -2.382 -0.859 -0.666 -0.109
C -2.40681 -3.09410 2.93799 1.354 0.011 0.441 -0.131
H -2.97574 -4.91988 1.94806 -0.232 0.590 0.023 0.110
H -0.82611 -4.91597 0.71162 -0.179 0.297 0.923 0.124
H 0.72000 -3.08747 1.87244 0.582 0.122 -0.024 0.080
H -0.92257 -1.67892 3.67515 0.423 0.071 -0.054 0.076
H -3.35464 -2.84780 3.42009 0.532 -0.105 -0.081 0.098
N -5.49893 -4.73639 1.49723 1.169 -1.170 -0.005 0.009
C -5.31301 -4.90363 0.17092 -1.238 -0.316 -1.176 -0.156
C -5.04016 -6.24585 -0.06143 0.773 0.797 0.819 -0.096
C -4.83568 -6.88357 1.20778 -0.697 2.223 -0.123 -0.072
C -5.12005 -5.87780 2.14425 -0.320 -1.100 -0.468 -0.162
H -5.64963 -3.88162 1.96492 -0.231 0.920 0.265 0.130
H -5.59584 -4.08591 -0.49051 0.314 -0.397 -0.012 0.109
H -4.88787 -6.69731 -1.01210 0.041 -0.173 -0.520 0.080
H -4.53607 -7.90134 1.33516 -0.008 -0.219 0.376 0.086
H -5.23636 -5.86857 3.19506 0.196 -0.400 0.868 0.099
N -2.79358 2.73704 -4.45892 -0.497 1.190 -0.565 0.043
C -3.90796 3.08230 -5.18875 -1.065 0.287 0.261 -0.128
C -4.14151 2.11264 -6.12487 0.899 0.199 0.528 -0.103
C -3.07539 1.19357 -6.00608 0.136 -0.467 -1.214 -0.144
C -2.24771 1.65085 -5.04671 0.943 -0.850 1.271 -0.168
H -2.37688 3.32751 -3.74802 -0.030 -0.203 -0.153 0.095
H -4.53103 3.96141 -5.01354 0.541 -0.301 0.283 0.113
H -4.88482 2.10668 -6.86537 -0.922 0.047 -0.623 0.078
H -2.79342 0.39019 -6.66870 -0.260 -0.139 -0.052 0.098
H -1.33237 1.20079 -4.70534 0.217 0.132 0.131 0.097
N 2.01466 -1.77431 -4.11029 0.365 0.606 -0.990 0.049
C 2.55732 -0.52154 -3.89662 -0.849 -0.614 0.204 -0.141
C 1.98095 0.34148 -4.78169 0.011 0.122 -0.082 -0.127
C 1.15005 -0.40570 -5.67180 0.450 0.283 0.551 -0.105
C 1.23451 -1.71418 -5.22565 -0.771 0.908 -0.579 -0.145
H 2.13625 -2.60902 -3.57099 0.359 -0.154 0.231 0.119
H 3.25240 -0.34610 -3.11235 0.096 0.123 0.356 0.071
H 2.08390 1.40861 -4.71291 0.274 0.214 -0.327 0.079
H 0.63624 0.06458 -6.51950 0.105 -0.758 0.420 0.096
H 0.76148 -2.55609 -5.66906 -0.178 -0.681 0.094 0.098
N -4.38675 -0.43151 -0.72092 1.077 0.155 -2.415 0.005
C -4.89820 0.78297 -0.32090 0.455 0.032 0.053 -0.145
C -5.00843 0.70375 1.03708 -0.212 0.746 0.491 -0.135
C -4.53971 -0.57076 1.45181 0.197 0.375 0.104 -0.125
C -4.07848 -1.25588 0.34420 -0.916 0.699 -0.377 -0.132
H -4.07721 -0.60281 -1.70928 -0.439 -0.057 1.520 0.136
H -5.00613 1.68790 -0.95028 -0.083 -1.167 0.142 0.119
H -5.31364 1.54264 1.67673 0.060 -0.672 -0.264 0.100
H -4.53498 -0.81416 2.48927 0.262 -0.603 0.365 0.071
H -3.63821 -2.23810 0.15650 -0.254 0.425 0.292 0.094
N 0.66005 5.12652 -0.06343 0.976 1.745 0.928 0.048
C 1.40383 6.18905 0.42732 -0.265 -0.978 -0.040 -0.121
C 2.51686 5.69971 1.06629 -0.471 0.224 0.736 -0.113
C 2.43434 4.27846 1.04496 -0.430 -0.700 -0.970 -0.103
C 1.28381 3.98146 0.30488 0.366 0.261 -0.027 -0.180
H -0.19332 5.27063 -0.60598 0.486 -0.513 0.363 0.081
H 1.00939 7.17424 0.43628 -0.109 0.633 -0.319 0.100
H 3.15883 6.33929 1.66160 0.193 -0.298 -0.268 0.095
H 3.14257 3.51111 1.38657 -0.389 0.596 -0.012 0.096
H 0.85430 3.09151 -0.08043 0.113 -0.969 0.029 0.084
N 3.28947 4.55562 -2.24340 0.041 0.112 0.661 0.026
C 4.17922 3.66572 -2.76907 -0.125 0.047 0.372 -0.141
C 3.98062 3.68556 -4.09647 -0.187 -0.287 -3.101 -0.145
C 2.96039 4.64793 -4.44474 0.445 -0.689 1.473 -0.088
C 2.55000 5.14457 -3.22248 0.057 -0.152 -0.684 -0.149
H 3.08514 4.58029 -1.26103 -0.063 0.393 0.275 0.091
H 4.91377 3.13130 -2.18654 -0.278 -0.005 0.131 0.107
H 4.42503 3.04736 -4.86725 0.211 0.310 0.593 0.097
H 2.58138 4.87475 -5.42796 0.035 0.061 0.096 0.085
H 1.80075 5.87195 -2.99062 -0.167 0.195 0.188 0.090
N -3.69849 -1.82813 -4.39361 1.362 0.417 0.908 0.028
C -2.65774 -1.69755 -3.50783 0.319 0.542 -0.232 -0.137
C -2.70750 -2.76309 -2.62987 0.470 -0.050 -0.099 -0.142
C -3.76197 -3.59264 -3.04573 -1.228 0.944 -0.854 -0.094
C -4.37124 -2.94540 -4.11106 -1.424 -0.987 -0.480 -0.136
H -3.83172 -1.17286 -5.13381 -0.322 0.231 -0.344 0.117
H -1.97233 -0.87832 -3.70686 0.034 -0.299 0.523 0.096
H -2.06877 -3.02427 -1.79729 0.074 0.387 -0.128 0.077
H -4.16753 -4.45990 -2.59010 0.028 -0.602 0.378 0.072
H -5.29222 -3.11567 -4.68378 0.568 -0.411 0.473 0.122
N 7.06093 1.75978 3.35269 0.957 -0.045 0.673 0.001
C 7.23013 0.44343 3.03040 -0.434 -0.839 -0.224 -0.127
C 6.76066 0.27392 1.74030 0.739 0.436 0.470 -0.098
C 6.39642 1.54653 1.26682 0.121 -0.596 0.041 -0.117
C 6.63342 2.42833 2.25403 -0.438 2.076 0.713 -0.179
H 7.41816 2.19561 4.20291 -0.349 -0.306 -0.608 0.158
H 7.62466 -0.25326 3.75735 -0.078 0.051 -0.163 0.104
H 6.79361 -0.52029 1.03634 -0.031 -1.040 0.258 0.074
H 6.03200 1.68760 0.29229 -0.381 0.561 -0.950 0.078
H 6.53029 3.50703 2.32250 -0.130 -0.255 -0.216 0.113
N -0.74999 -2.50752 6.38223 -0.750 -1.103 -0.312 0.013
C -2.00560 -1.99995 6.42375 -2.319 -0.821 -0.723 -0.175
C -2.02600 -0.78931 7.06375 -0.397 -1.033 -0.872 -0.107
C -0.70567 -0.56177 7.38655 1.880 0.649 1.292 -0.133
C 0.06659 -1.64656 7.00721 0.952 0.944 0.691 -0.157
H -0.54170 -3.44929 6.05548 0.050 0.687 0.083 0.162
H -2.86993 -2.53571 6.00890 0.713 0.135 0.148 0.108
H -2.89817 -0.20442 7.26529 -0.117 0.258 -0.007 0.094
H -0.36843 0.26603 7.98637 0.306 0.107 -0.100 0.094
H 1.10901 -1.88228 7.20822 -0.334 0.214 -0.201 0.117
N -0.69940 2.94973 2.51944 -2.012 1.280 1.693 0.038
C -1.49653 1.87357 2.66126 -0.339 -1.354 -0.307 -0.188
C -2.62918 2.14624 3.38966 0.469 1.760 -0.050 -0.098
C -2.53465 3.56302 3.71865 1.331 -0.333 -0.712 -0.090
C -1.31291 4.01802 3.19204 -0.756 -1.777 -0.391 -0.109
H 0.19491 2.95323 2.09152 0.671 0.127 -0.333 0.083
H -1.22138 0.97192 2.15321 -0.008 -0.279 0.119 0.077
H -3.44446 1.47603 3.61639 0.159 0.021 -0.056 0.078
H -3.26496 4.18060 4.23241 0.252 -0.210 -0.029 0.082
H -0.82116 4.95218 3.14862 0.114 0.870 0.218 0.088
N 1.32561 0.83575 4.52146 -0.240 0.760 0.032 0.030
C 1.99582 -0.32987 4.34832 0.245 -0.075 0.120 -0.169
C 3.26502 -0.03335 3.89148 -1.182 -0.531 0.387 -0.110
C 3.33640 1.35453 3.77411 0.674 1.432 0.011 -0.111
C 2.13627 1.89485 4.19026 0.176 -1.045 -0.410 -0.124
H 0.36663 0.93236 4.82615 0.162 -0.142 -0.001 0.137
H 1.53440 -1.25421 4.63222 -0.034 -0.258 -0.064 0.089
H 4.00972 -0.76083 3.71322 0.716 -0.412 -0.272 0.080
H 4.22187 1.92481 3.48323 -0.431 -0.235 -0.003 0.080
H 1.78005 2.89794 4.20005 -0.129 0.428 0.116 0.095
N 0.48455 -3.54571 -1.72429 2.686 -0.377 0.905 0.042
C 1.76523 -3.79555 -1.25195 0.277 2.017 1.703 -0.150
C 2.14873 -5.05294 -1.55792 -1.797 -0.487 -1.905 -0.079
C 1.06574 -5.58908 -2.36974 1.062 -0.221 0.670 -0.086
C 0.13508 -4.62052 -2.41473 -2.445 -0.579 -1.494 -0.206
H -0.00696 -2.69673 -1.64162 -0.401 0.992 0.066 0.095
H 2.27816 -3.03098 -0.65449 -0.228 -0.435 -0.396 0.099
H 3.08153 -5.52267 -1.50938 1.194 -0.333 0.682 0.075
H 0.97222 -6.55399 -2.83594 0.170 -0.039 -0.030 0.089
H -0.78386 -4.55550 -2.95628 -0.409 -0.430 -0.217 0.097
N 5.80080 -3.30626 -0.16806 0.499 0.420 -0.967 0.015
C 5.69988 -2.50147 -1.28647 0.360 0.275 0.345 -0.118
C 4.74724 -1.54213 -1.00018 0.616 0.105 -1.327 -0.128
C 4.30257 -1.71331 0.31809 -1.229 0.020 -0.426 -0.135
C 4.93936 -2.83370 0.76856 -0.048 -0.453 1.451 -0.160
H 6.52994 -4.01053 -0.06466 -0.671 0.387 0.210 0.155
H 6.45450 -2.56546 -2.06789 -0.584 -0.139 0.007 0.110
H 4.35752 -0.83409 -1.72111 0.351 0.047 0.331 0.066
H 3.44301 -1.12700 0.68975 0.925 -0.741 0.343 0.081
H 4.84687 -3.35863 1.69865 -0.062 -0.015 0.273 0.107
N -2.25020 3.62471 -0.65268 -1.356 1.225 -0.718 0.071
C -1.44610 3.66398 -1.75397 1.038 -0.584 0.801 -0.214
C -1.33014 4.94229 -2.22780 0.577 -0.189 -1.548 -0.151
C -2.26039 5.75485 -1.49785 0.615 -0.739 -0.321 -0.098
C -2.81357 4.91563 -0.58208 -1.615 -1.311 2.043 -0.119
H -2.56908 2.76537 -0.15647 0.358 1.245 -0.511 0.154
H -0.84789 2.80604 -1.97626 0.271 -0.326 -0.277 0.104
H -0.56178 5.15974 -3.01997 -1.209 0.158 0.902 0.123
H -2.47198 6.79531 -1.63853 -0.122 0.162 0.015 0.097
H -3.68445 5.05257 0.10365 1.174 0.119 -0.576 0.128
N -0.40151 -0.43463 0.53443 -1.169 -0.618 -1.110 0.023
C 0.84666 -0.15445 0.95600 1.162 0.015 -0.251 -0.145
C 1.53410 0.38447 -0.10292 -0.599 0.240 -0.469 -0.103
C 0.65394 0.43531 -1.23389 0.275 -0.675 0.973 -0.092
C -0.52306 -0.11896 -0.81661 0.011 0.470 1.019 -0.133
H -1.07750 -1.06454 0.95436 0.266 0.284 0.418 0.113
H 1.29050 -0.40713 1.90990 -0.518 0.007 0.158 0.096
H 2.53212 0.74553 -0.05721 0.625 0.173 -0.024 0.087
H 0.89001 0.67298 -2.24038 0.164 0.518 -0.560 0.069
H -1.49175 -0.08994 -1.26462 -0.384 -0.426 -0.322 0.085